The following is a DFT calculation (ωB97M-V with the def2-TZVPD basis set) of an isolated molecule of C2H6N2O.

Positions of all 11 atoms, in Å:
C1 1.3364 0.1269 0.3808
N1 -2.2414 -0.0590 -0.2209
C2 -0.1016 0.4044 0.0123
O1 2.1697 0.1383 -0.7648
N2 -1.0161 -0.5098 0.1380
H1 2.6112 -0.7278 -0.8049
H2 -2.6490 -0.7106 -0.8998
H3 -2.8767 -0.1543 0.5780
H4 1.6809 0.9135 1.0563
H5 1.4132 -0.8423 0.8837
H6 -0.3267 1.4207 -0.3587


The following is a DFT calculation (ωB97M-V with the def2-TZVPD basis set) of a cluster of 2 separate species, CH9N2 in total.

Positions of all 12 atoms, in Å:
N1 -0.0056 -2.0021 0.5427
H1 0.6481 -2.3999 -0.1302
H2 -0.0005 -2.6053 1.3679
H3 0.3507 -0.1139 0.4235
H4 -0.9279 -2.2191 0.1603
C1 -0.5781 1.5483 -0.4580
N2 0.6294 0.7860 -0.0267
H5 -1.2280 1.7158 0.3855
H6 -1.0967 0.9599 -1.2143
H7 -0.2513 2.4491 -0.9672
H8 1.2959 0.5875 -0.7702
H9 1.1641 1.2939 0.6867

Net charge: +1


The following is a DFT calculation (ωB97M-V with the def2-TZVPD basis set) of an isolated molecule of C3H9N3.

Positions of all 15 atoms, in Å:
C1 -0.9923 -0.8830 -0.9760
C2 1.3968 -1.3149 -0.6672
C3 0.2703 0.6234 0.4185
H1 -1.4603 -1.4593 -0.1408
H2 -1.6651 -0.0618 -1.2586
H3 -0.8466 -1.4766 -1.9036
H4 1.2320 -2.3065 -0.1348
H5 1.5841 -1.5350 -1.7289
H6 2.3069 -0.8551 -0.2392
H7 1.2186 0.8977 0.9182
H8 -1.2482 2.1212 2.4470
H9 -0.7426 3.1574 1.3332
N1 0.2903 -0.3599 -0.5646
N2 -0.8394 1.2227 0.7289
N3 -0.5045 2.2296 1.7679


The following is a DFT calculation (ωB97M-V with the def2-TZVPD basis set) of a structure of composition C23H27AlClNO.

Positions of all 54 atoms, in Å:
C1 2.0677 -0.1554 0.6546
C2 2.2804 -0.7848 -0.5873
C3 1.7377 0.0028 -1.6154
H1 2.8486 -1.7016 -0.7411
C4 1.1168 1.1733 -1.0208
C5 1.3386 1.0614 0.4387
H2 0.9643 2.1271 -1.5358
C6 -1.1007 -1.7182 1.3475
C7 -0.2361 -2.6817 0.8126
C8 -0.3203 -2.6656 -0.6071
H3 0.3718 -3.3811 1.3816
C9 -1.2312 -1.6599 -0.9905
C10 -1.8211 -1.0953 0.2411
H4 1.8616 -0.1631 -2.6847
H5 1.2586 1.8953 1.1410
H6 2.4649 -0.4809 1.6144
H7 -2.8235 -0.6559 0.3081
H8 0.1989 -3.3373 -1.2887
H9 -1.2984 -1.5170 2.4002
Al1 -0.5763 0.4497 -0.0854
C11 -1.7109 -1.2834 -2.3726
C12 -3.2257 -1.5191 -2.4265
C13 -1.0221 -2.0961 -3.4659
H10 -3.4367 -2.5601 -2.1446
H11 -3.5961 -1.3590 -3.4446
H12 -3.7632 -0.8490 -1.7472
H13 -1.2446 -3.1645 -3.3381
H14 0.0672 -1.9582 -3.4541
H15 -1.4098 -1.7750 -4.4416
C14 -1.3181 0.2151 -2.5374
C15 -2.1934 1.0807 -3.4154
H16 -0.2839 0.3039 -2.8869
H17 -1.4850 0.7779 -1.5489
O1 -3.3242 1.3628 -3.0338
N1 -1.5497 1.6172 -4.5328
C16 -0.3998 2.5185 -4.2653
H18 -2.2275 2.0546 -5.1507
C17 0.9300 1.9021 -4.6251
C18 2.1069 2.5930 -4.3027
H19 2.0243 3.5483 -3.7809
C19 3.3510 2.0568 -4.6410
H20 4.2600 2.6010 -4.3776
C20 3.4246 0.8302 -5.3140
H21 4.4004 0.4162 -5.5845
C21 2.2505 0.1412 -5.6447
H22 2.2930 -0.8147 -6.1697
C22 0.9997 0.6836 -5.3060
H23 0.0719 0.1777 -5.5836
H24 -0.3645 2.8365 -3.2021
H25 -0.5469 3.4366 -4.8603
Cl1 -1.8079 2.8742 -0.2597
C23 -1.5383 1.7457 1.0534
H26 -0.9151 2.2256 1.8150
H27 -2.4973 1.4257 1.4709


In order of appearance, energy above the lowest of the compared OMol25 structures with the same formula, charge and spin = 64.49, 4.04, 42.17, 0.00 kcal per mole.
In order of appearance, E = -264.4845, -152.7700, -283.9159, -1725.1813 Eh.
In order of appearance, HOMO energy = -0.3228, -0.5725, -0.3120, -0.2839 Ha.